No. 1
# C5H22NO5

6 unconnected molecules or ions with the total composition C5H22NO5 at a distorted geometry (ωB97M-V with the def2-TZVPD basis set, the OMol25 dataset).

Cartesian coordinates (Å):
C (-1.87, -0.99, -1.98)
C (-0.52, -0.30, -1.96)
C (0.47, -1.05, -1.06)
C (1.90, -0.67, -1.27)
C (2.70, -0.30, -0.28)
N (-0.73, 1.10, -1.45)
H (-2.26, -1.14, -0.97)
H (-2.63, -0.44, -2.54)
H (-1.82, -1.96, -2.46)
H (-0.12, -0.22, -2.97)
H (0.35, -2.12, -1.29)
H (0.18, -1.02, -0.01)
H (2.26, -0.76, -2.29)
H (3.75, -0.08, -0.46)
H (2.39, -0.20, 0.75)
H (0.16, 1.64, -1.38)
H (-1.15, 1.08, -0.49)
H (-1.31, 1.66, -2.09)
H (-2.40, 1.61, 1.67)
H (-1.84, 0.16, 1.51)
O (-1.67, 1.12, 1.26)
H (1.54, 3.74, -1.04)
H (2.39, 2.46, -0.91)
O (1.53, 2.79, -1.21)
H (1.29, 1.75, 2.84)
H (-0.07, 1.20, 2.20)
O (0.72, 0.97, 2.77)
H (0.71, -0.82, 2.97)
H (1.24, -2.33, 2.95)
O (0.45, -1.77, 2.88)
H (-1.08, -1.75, 2.18)
H (-2.60, -1.80, 2.39)
O (-1.94, -1.54, 1.75)

Summary:
HOMO energy (alpha / beta) = -2.4 / -10.2 eV
energy above the lowest of the compared OMol25 structures with the same formula, charge and spin = 0.0 kcal per mole
calculated total energy = -17267.13773 eV
expectation value of S² = 0.750
maximum force = 1.0 eV/Å
multiplicity = 2
net charge = 0

***

No. 2
# C33H70FO3S

5 unconnected molecules or ions with the total composition C33H70FO3S at a distorted geometry (ωB97M-V with the def2-TZVPD basis set, the OMol25 dataset).

Cartesian coordinates (Å):
C (2.23, -2.19, 1.03)
C (1.59, -1.06, 0.82)
C (2.05, -0.16, -0.29)
S (0.86, 0.12, -1.66)
C (-0.77, 0.46, -0.92)
C (-1.62, -0.75, -0.63)
O (-1.62, -1.23, 0.48)
O (-2.36, -1.22, -1.65)
C (-3.73, -1.47, -1.24)
C (-4.10, -2.82, -0.76)
O (-4.49, -0.55, -1.34)
C (0.72, -1.41, -2.68)
C (0.66, -2.73, -1.94)
F (-0.30, -1.23, -3.51)
H (1.99, -2.88, 1.81)
H (3.09, -2.42, 0.43)
H (0.75, -0.78, 1.43)
H (2.17, 0.84, 0.10)
H (2.96, -0.56, -0.71)
H (-0.64, 1.08, -0.04)
H (-1.27, 1.07, -1.66)
H (-3.54, -3.60, -1.25)
H (-3.91, -2.86, 0.30)
H (-5.15, -2.96, -0.90)
H (1.62, -1.39, -3.28)
H (0.14, -2.69, -1.00)
H (0.12, -3.42, -2.58)
H (1.65, -3.13, -1.83)
C (-1.83, 0.24, 3.40)
C (-0.76, -0.49, 4.21)
C (-1.33, -1.43, 5.27)
C (-2.15, -0.73, 6.37)
C (-1.40, 0.35, 7.13)
C (-0.18, -0.17, 7.90)
H (-2.43, 0.90, 4.03)
H (-1.36, 0.86, 2.64)
H (-2.49, -0.46, 2.90)
H (-0.08, 0.23, 4.66)
H (-0.16, -1.09, 3.52)
H (-0.51, -1.98, 5.73)
H (-1.97, -2.18, 4.79)
H (-2.49, -1.49, 7.07)
H (-3.05, -0.30, 5.93)
H (-2.08, 0.81, 7.85)
H (-1.08, 1.15, 6.46)
H (-0.48, -0.95, 8.61)
H (0.30, 0.63, 8.46)
H (0.57, -0.60, 7.22)
C (3.18, 0.16, 5.33)
C (3.02, -1.23, 4.72)
C (3.08, -2.36, 5.75)
C (4.40, -2.47, 6.51)
C (5.63, -2.66, 5.63)
C (5.60, -3.95, 4.81)
H (4.15, 0.28, 5.82)
H (3.10, 0.93, 4.57)
H (2.40, 0.35, 6.08)
H (3.79, -1.38, 3.95)
H (2.06, -1.28, 4.21)
H (2.86, -3.30, 5.25)
H (2.27, -2.21, 6.48)
H (4.33, -3.31, 7.21)
H (4.54, -1.58, 7.13)
H (6.52, -2.68, 6.27)
H (5.76, -1.80, 4.96)
H (5.51, -4.82, 5.46)
H (6.52, -4.05, 4.23)
H (4.76, -3.96, 4.11)
C (4.51, 0.19, -4.38)
C (3.60, 1.30, -3.85)
C (3.04, 2.21, -4.95)
C (4.10, 2.99, -5.72)
C (5.00, 3.88, -4.86)
C (4.24, 4.98, -4.12)
H (5.40, 0.60, -4.86)
H (4.86, -0.45, -3.57)
H (3.99, -0.43, -5.11)
H (4.13, 1.88, -3.10)
H (2.75, 0.83, -3.34)
H (2.33, 2.90, -4.50)
H (2.47, 1.60, -5.66)
H (3.59, 3.61, -6.47)
H (4.73, 2.30, -6.29)
H (5.74, 4.35, -5.51)
H (5.56, 3.28, -4.15)
H (3.70, 5.62, -4.82)
H (4.93, 5.61, -3.56)
H (3.52, 4.56, -3.42)
C (-4.97, 1.74, -3.44)
C (-6.45, 1.92, -3.76)
C (-6.98, 0.90, -4.77)
C (-6.32, 0.96, -6.15)
C (-6.43, 2.31, -6.85)
C (-7.86, 2.74, -7.14)
H (-4.34, 1.89, -4.33)
H (-4.65, 2.47, -2.69)
H (-4.77, 0.75, -3.05)
H (-6.63, 2.93, -4.12)
H (-7.02, 1.81, -2.84)
H (-8.06, 1.03, -4.87)
H (-6.83, -0.11, -4.36)
H (-6.78, 0.20, -6.79)
H (-5.27, 0.68, -6.07)
H (-5.88, 2.26, -7.80)
H (-5.92, 3.09, -6.26)
H (-8.37, 2.00, -7.76)
H (-7.88, 3.70, -7.67)
H (-8.44, 2.87, -6.22)

Summary:
HOMO energy = -12.4 eV
calculated total energy = -55044.49354 eV
maximum force = 2.4 eV/Å
net charge = +1

***

No. 3
# C32H80BaN5O11Zn

A molecular structure, C32H80BaN5O11Zn at a distorted geometry (ωB97M-V with the def2-TZVPD basis set, the OMol25 dataset).

Cartesian coordinates (Å):
Ba (33.83, 21.35, -12.73)
Zn (31.97, 17.79, -16.81)
C (38.52, 18.49, -17.17)
C (37.20, 17.77, -17.11)
O (36.11, 18.32, -16.43)
H (39.33, 17.86, -17.53)
H (38.90, 18.82, -16.21)
H (38.60, 19.44, -17.71)
H (37.51, 16.80, -16.72)
H (37.00, 17.71, -18.18)
C (29.09, 17.88, -24.28)
O (29.04, 18.56, -23.03)
C (29.47, 17.79, -21.88)
C (30.96, 17.40, -21.77)
N (31.91, 18.23, -21.04)
C (31.96, 19.62, -21.63)
C (32.44, 19.71, -23.10)
O (33.70, 19.03, -23.28)
C (34.80, 19.76, -23.03)
H (28.64, 16.89, -24.30)
H (30.14, 17.83, -24.54)
H (28.70, 18.58, -25.02)
H (28.82, 16.95, -21.63)
H (29.33, 18.51, -21.08)
H (31.31, 17.19, -22.78)
H (31.02, 16.46, -21.23)
H (32.72, 17.81, -21.48)
H (32.55, 20.34, -21.07)
H (30.96, 20.04, -21.69)
H (32.42, 20.72, -23.51)
H (31.68, 19.19, -23.68)
H (35.64, 19.07, -23.04)
H (34.72, 20.28, -22.07)
H (34.86, 20.61, -23.71)
C (41.06, 26.06, -13.13)
O (40.10, 26.42, -14.05)
C (38.72, 26.28, -13.57)
C (38.03, 25.84, -14.91)
N (36.64, 25.78, -14.53)
C (35.78, 26.70, -15.43)
C (36.27, 28.17, -15.39)
O (35.11, 29.06, -15.63)
C (35.30, 30.37, -14.93)
H (40.81, 26.35, -12.11)
H (42.13, 26.23, -13.25)
H (40.97, 24.98, -13.14)
H (38.29, 27.17, -13.11)
H (38.63, 25.52, -12.79)
H (38.42, 24.84, -15.04)
H (38.34, 26.44, -15.77)
H (36.54, 26.16, -13.59)
H (34.71, 26.70, -15.21)
H (35.65, 26.39, -16.47)
H (36.84, 28.29, -16.31)
H (36.79, 28.41, -14.47)
H (35.27, 30.16, -13.86)
H (34.52, 31.10, -15.15)
H (36.30, 30.78, -15.01)
C (47.60, 20.26, -9.93)
O (46.99, 19.97, -11.25)
C (46.23, 18.81, -11.25)
C (45.69, 18.51, -12.66)
N (44.69, 17.45, -12.63)
C (45.34, 16.14, -12.65)
C (46.23, 15.78, -13.83)
O (45.75, 15.90, -15.18)
C (46.77, 15.49, -16.13)
H (47.50, 21.33, -9.74)
H (48.65, 20.00, -10.05)
H (47.24, 19.77, -9.02)
H (45.33, 18.94, -10.65)
H (46.80, 17.93, -10.94)
H (46.51, 18.20, -13.31)
H (45.35, 19.34, -13.28)
H (44.05, 17.56, -13.41)
H (44.52, 15.43, -12.75)
H (45.81, 16.05, -11.67)
H (46.50, 14.72, -13.79)
H (47.20, 16.26, -13.65)
H (46.62, 16.15, -16.99)
H (46.44, 14.50, -16.47)
H (47.80, 15.50, -15.78)
C (34.41, 14.03, -23.88)
O (33.44, 14.28, -24.89)
C (33.28, 13.32, -25.96)
C (32.69, 14.07, -27.24)
N (33.72, 14.83, -27.93)
C (34.14, 15.98, -27.09)
C (35.05, 16.92, -28.00)
O (34.23, 17.72, -28.94)
C (34.07, 19.07, -28.72)
H (34.18, 14.51, -22.92)
H (35.39, 14.30, -24.26)
H (34.59, 12.99, -23.62)
H (32.56, 12.59, -25.59)
H (34.27, 12.93, -26.20)
H (31.89, 14.77, -27.00)
H (32.20, 13.40, -27.95)
H (33.38, 15.15, -28.82)
H (34.72, 15.73, -26.21)
H (33.32, 16.52, -26.62)
H (35.76, 16.36, -28.60)
H (35.69, 17.56, -27.40)
H (34.97, 19.54, -29.11)
H (33.71, 19.18, -27.69)
H (33.24, 19.39, -29.35)
C (36.89, 19.07, -10.04)
O (35.49, 18.83, -10.36)
C (35.19, 17.41, -10.31)
C (33.70, 17.35, -9.80)
N (32.82, 17.90, -10.80)
C (31.47, 17.98, -10.35)
C (31.15, 19.16, -9.41)
O (31.47, 20.38, -10.00)
C (30.98, 21.51, -9.19)
H (37.45, 18.40, -10.70)
H (37.11, 18.92, -8.99)
H (37.16, 20.11, -10.20)
H (35.86, 16.97, -9.58)
H (35.28, 16.80, -11.21)
H (33.79, 17.89, -8.85)
H (33.41, 16.33, -9.56)
H (32.69, 17.15, -11.46)
H (31.22, 17.01, -9.92)
H (30.96, 18.02, -11.31)
H (31.89, 19.02, -8.62)
H (30.20, 19.07, -8.88)
H (31.71, 21.73, -8.41)
H (30.06, 21.31, -8.65)
H (30.95, 22.48, -9.69)

Summary:
HOMO energy = -13.0 eV
energy above the lowest of the compared OMol25 structures with the same formula, charge and spin = 229.2 kcal per mole
calculated total energy = -113521.28723 eV
maximum force = 3.9 eV/Å
net charge = +3